1.
{"formula": "C5H20HfN15O20", "method": "ωB97M-V with the def2-TZVPD basis set", "gap_ha": 0.293, "lumo_energy_ev": 2.2, "homo_ev": -5.77, "charge": -1, "de_lowest_kj_mol": 388.5, "species": ["Hf", "N", "O", "O", "O", "N", "O", "O", "O", "N", "O", "O", "O", "N", "O", "O", "O", "N", "O", "O", "O", "C", "O", "N", "N", "H", "H", "H", "H", "C", "O", "N", "N", "H", "H", "H", "H", "C", "O", "N", "N", "H", "H", "H", "H", "C", "O", "N", "N", "H", "H", "H", "H", "C", "O", "N", "N", "H", "H", "H", "H"], "coordinates": [[0.2586, -8.9680, 13.7229], [2.4613, -6.3829, 14.8348], [3.4052, -6.4452, 15.5852], [1.8037, -5.3444, 14.8194], [1.9812, -7.3643, 14.2440], [-1.0956, -5.5068, 13.0339], [-1.9308, -4.9850, 13.6887], [-0.6722, -6.6186, 13.3032], [-0.6399, -4.8763, 12.0691], [2.3943, -10.4746, 11.1939], [1.7874, -11.4116, 10.7901], [1.9648, -9.9802, 12.2459], [3.4136, -10.1117, 10.6086], [-1.0877, -11.3572, 16.2102], [-0.5595, -12.4437, 16.1286], [-1.9683, -11.0450, 17.0611], [-0.7643, -10.5237, 15.3296], [-1.2143, -8.7561, 10.3774], [-1.9268, -7.7687, 10.1920], [-0.4672, -8.8988, 11.3791], [-1.4120, -9.7511, 9.7806], [-1.0544, -7.2380, 16.6095], [-0.3907, -7.9892, 15.8226], [-0.9539, -7.3002, 17.8809], [-1.9020, -6.3867, 16.2092], [-0.4130, -8.0656, 18.2573], [-1.3888, -6.6047, 18.4701], [-2.6486, -6.1606, 16.8508], [-2.0928, -6.2083, 15.2336], [-1.0287, -12.1785, 12.3573], [-0.4442, -11.2030, 12.7968], [-1.3554, -12.3980, 11.1350], [-1.5805, -13.0826, 13.1436], [-1.8189, -13.2644, 10.9013], [-0.9863, -11.7142, 10.4897], [-1.2718, -13.1704, 14.1012], [-1.7722, -13.9083, 12.5943], [2.2146, -6.5027, 10.9621], [1.6678, -7.2688, 11.7729], [1.9094, -5.2411, 10.9568], [3.0150, -6.9162, 9.9995], [0.9874, -5.0516, 11.3229], [2.3811, -4.6624, 10.2766], [3.3127, -7.8813, 9.9879], [3.5110, -6.2225, 9.4584], [-3.3019, -8.8786, 13.2887], [-2.1368, -8.9985, 13.6288], [-4.1500, -8.1986, 13.9099], [-3.9331, -9.6101, 12.4197], [-3.8279, -7.7324, 14.7459], [-5.1151, -8.1181, 13.6233], [-4.8428, -9.2903, 12.1192], [-3.4530, -10.3715, 11.9614], [2.6879, -10.7458, 15.7300], [1.8314, -10.1552, 15.0907], [3.5093, -11.6391, 15.1928], [2.9450, -10.3330, 16.9606], [4.1460, -12.1696, 15.7701], [3.5284, -11.8175, 14.1989], [3.7625, -10.7165, 17.4130], [2.5907, -9.4406, 17.2741]], "atomic_forces_ev_per_a": [[-0.31, 0.47, -1.16], [-2.89, 2.40, 2.08], [2.36, -1.43, 0.27], [-0.35, 0.85, -0.93], [-0.58, -3.77, -1.05], [2.55, 0.83, -3.18], [-3.69, 1.24, 3.16], [0.65, -3.09, 1.02], [0.39, -0.06, -0.61], [0.25, -0.27, -0.61], [-1.87, -3.14, -1.83], [0.04, 2.61, 3.50], [0.73, 1.42, 0.48], [-1.19, 1.63, -0.14], [0.33, -1.96, 0.76], [1.25, -0.53, -0.78], [-0.14, 1.47, -0.49], [-2.15, 1.62, 3.25], [0.90, 1.10, 0.13], [1.89, 1.12, 2.07], [-0.34, -4.11, -3.86], [2.61, -3.17, -4.12], [0.45, 0.28, 0.29], [1.31, -1.24, 4.67], [-4.13, 3.05, -1.76], [-0.19, 0.30, 0.21], [0.34, -0.41, -0.05], [0.21, 0.33, -0.23], [0.47, 0.35, -0.54], [0.23, 1.68, 2.59], [1.07, 1.52, 0.40], [-0.03, 0.33, -4.03], [-0.81, -2.46, 1.87], [0.28, 0.65, -0.55], [-0.18, -0.06, -0.73], [0.12, 0.00, 0.06], [-0.17, -0.42, 1.15], [-2.11, -3.00, 2.23], [0.66, 0.01, -0.93], [0.26, 3.22, -0.36], [2.08, -0.87, -1.83], [-0.29, 0.53, 0.36], [-0.65, 0.20, 0.20], [0.09, 0.03, 0.18], [-0.03, -0.49, 0.01], [2.49, -2.68, -0.81], [2.61, 0.06, 0.33], [-3.49, 5.42, 4.72], [-0.44, -2.79, -3.60], [-0.29, 0.29, -0.27], [0.44, 0.02, 0.39], [0.43, -0.62, -0.31], [-0.09, 0.38, -0.40], [0.00, 1.75, -1.12], [-1.89, 0.92, -1.80], [0.94, -1.66, -0.36], [0.77, -0.39, 2.26], [-0.16, 0.22, -0.23], [-0.45, 0.15, 0.19], [-0.23, 0.41, 0.11], [-0.05, -0.25, -0.27]]}


2.
{"formula": "C5H20InN10O5", "method": "ωB97M-V with the def2-TZVPD basis set", "gap_ha": 0.042, "lumo_energy_ev": -14.4, "homo_ev": -15.50, "charge": 3, "de_lowest_kj_mol": 982.6, "species": ["In", "C", "O", "N", "N", "H", "H", "H", "H", "C", "O", "N", "N", "H", "H", "H", "H", "C", "O", "N", "N", "H", "H", "H", "H", "C", "O", "N", "N", "H", "H", "H", "H", "C", "O", "N", "N", "H", "H", "H", "H"], "coordinates": [[-1.6948, 20.5480, 8.2217], [-2.6171, 25.2405, 14.1831], [-2.2973, 24.6406, 13.1684], [-2.0372, 25.1813, 15.3505], [-3.6345, 26.1049, 14.3247], [-2.5070, 25.6350, 16.1209], [-1.2789, 24.5407, 15.5368], [-4.3619, 26.0596, 13.6254], [-3.6978, 26.5130, 15.2463], [-7.8912, 24.4564, 8.7107], [-6.8567, 23.9036, 8.5412], [-8.5169, 25.2561, 7.8692], [-8.6755, 24.1434, 9.6808], [-9.4494, 25.5954, 8.0576], [-7.9862, 25.6881, 7.1264], [-8.3598, 23.3679, 10.2455], [-9.5693, 24.6000, 9.7939], [4.4778, 16.7866, 10.1458], [3.4807, 17.2645, 9.6460], [5.7744, 17.1999, 9.9927], [4.3464, 16.0205, 11.1943], [6.4581, 16.7724, 10.6009], [6.1138, 17.9196, 9.3706], [5.2396, 15.7871, 11.6038], [3.4358, 15.7928, 11.5673], [-8.5247, 17.8394, 6.6703], [-7.3229, 18.0320, 6.9380], [-9.5362, 18.4973, 7.0783], [-8.9139, 16.7925, 6.0801], [-9.2831, 19.4272, 7.3806], [-10.4276, 18.1358, 6.7703], [-8.1106, 16.2787, 5.7470], [-9.8994, 16.5892, 5.9930], [-2.8604, 20.7291, 0.6869], [-2.7321, 20.5619, 1.8769], [-2.4950, 19.7717, -0.1275], [-3.2700, 21.7927, 0.0685], [-2.1626, 18.9454, 0.3488], [-2.7518, 19.8373, -1.1021], [-3.1685, 21.8932, -0.9313], [-3.6747, 22.5639, 0.5799]], "atomic_forces_ev_per_a": [[0.01, 0.01, -0.01], [-0.34, 0.28, -1.50], [-0.21, -0.37, -0.07], [2.51, -0.98, 2.86], [-1.29, 0.62, -1.23], [0.64, -0.56, 0.23], [-0.05, 0.16, 0.00], [-0.16, 0.58, 0.39], [-1.10, 0.27, -0.67], [-1.41, 0.46, -1.17], [3.92, -1.30, -0.97], [-0.06, 2.52, -2.47], [-2.12, -1.36, 4.16], [0.28, 0.00, -0.25], [-0.24, -0.05, 0.01], [-0.50, 0.28, 0.35], [0.11, -0.54, 0.36], [0.33, 2.48, -0.15], [-0.66, 0.76, -1.58], [0.45, -0.43, -0.58], [0.75, -2.24, 1.71], [0.13, 0.35, -0.25], [-0.50, -0.18, -0.10], [-0.80, -0.55, 0.98], [0.33, -0.20, -0.01], [3.02, 0.49, 1.52], [0.12, 0.67, -0.11], [-2.04, 4.04, 1.82], [0.57, -4.72, -3.22], [-1.20, 0.11, 0.25], [-0.23, 1.24, 0.55], [-0.82, -1.03, -0.46], [0.57, -0.82, -0.36], [0.64, 0.11, -0.51], [-0.35, 0.02, 2.95], [0.87, -2.37, -1.29], [-1.47, 3.31, -0.73], [0.09, -0.23, -0.71], [0.13, -0.77, 0.11], [-0.11, 0.07, 0.27], [0.20, -0.13, -0.11]]}


3.
{"formula": "C5H20N10O5", "method": "ωB97M-V with the def2-TZVPD basis set", "gap_ha": [0.092, 0.355], "lumo_energy_ev": [2.5, 2.5], "homo_ev": [0.04, -7.19], "spin_multiplicity": 2, "charge": -1, "s_squared": 0.75, "de_lowest_kj_mol": 45.6, "species": ["C", "O", "N", "N", "H", "H", "H", "H", "C", "O", "N", "N", "H", "H", "H", "H", "C", "O", "N", "N", "H", "H", "H", "H", "C", "O", "N", "N", "H", "H", "H", "H", "C", "O", "N", "N", "H", "H", "H", "H"], "coordinates": [[4.2366, -2.6639, 1.7573], [5.0661, -3.5322, 1.7716], [4.1517, -1.7388, 0.9648], [3.1143, -2.7127, 2.4415], [3.3931, -1.0761, 1.0394], [4.8217, -1.6815, 0.2112], [2.9182, -3.3464, 3.2031], [2.4149, -1.9963, 2.3084], [-1.6916, -0.3909, -3.4436], [-1.5769, -0.3653, -2.2750], [-1.3917, -1.4326, -4.1557], [-2.1707, 0.5659, -4.2127], [-1.5384, -1.3451, -5.1512], [-1.0477, -2.2606, -3.6908], [-2.3355, 1.5347, -3.9794], [-2.2379, 0.3763, -5.2025], [-1.6396, 0.2775, 4.0688], [-2.7273, 0.1215, 4.5909], [-1.3738, 1.2090, 3.1892], [-0.6648, -0.4810, 4.3649], [-0.5014, 1.3337, 2.6959], [-2.1673, 1.8037, 2.9973], [-0.7701, -1.2249, 5.0400], [0.1521, -0.5062, 3.7716], [0.4012, -0.4195, 0.5801], [1.1163, -0.4849, 1.5658], [-0.9056, -0.3572, 0.5867], [0.8741, -0.3828, -0.6044], [-1.3631, -0.1575, 1.4647], [-1.3198, -0.4577, -0.3290], [0.2746, -0.3563, -1.4169], [1.8812, -0.3864, -0.6799], [-1.1256, 3.3743, -1.7074], [-1.4615, 4.5120, -1.7407], [-1.2615, 2.5139, -0.7646], [-0.4356, 2.7548, -2.6354], [-1.6476, 2.7692, 0.1330], [-0.9153, 1.5653, -0.7458], [-0.2874, 1.7609, -2.5342], [-0.2584, 3.2842, -3.4771]], "atomic_forces_ev_per_a": [[-0.66, -5.96, 3.58], [2.52, -1.62, 0.38], [1.05, 8.08, -7.19], [-3.69, -0.61, 3.71], [0.26, 0.08, -0.36], [-0.18, 0.24, 0.21], [0.59, 0.00, -0.36], [-0.09, -0.13, 0.05], [-0.83, 0.31, -3.53], [1.04, 0.91, 6.65], [0.86, -2.97, -1.24], [-1.37, 2.78, -1.40], [0.37, -0.78, -0.33], [-0.05, 0.03, -0.37], [0.15, -0.39, 0.59], [0.04, 0.12, -0.23], [-3.02, 0.03, 1.11], [-1.63, 0.51, 0.40], [-0.41, 2.91, -2.47], [5.06, -3.65, 1.17], [-0.09, -0.02, 0.31], [0.37, 0.07, -0.23], [-0.25, 0.28, -0.31], [0.12, -0.08, 0.06], [-0.46, -0.14, 1.56], [1.27, 0.10, 2.46], [-2.28, 0.05, 0.78], [3.01, 0.11, -4.05], [-0.40, -0.33, -0.49], [-1.04, 0.06, 0.26], [0.14, -0.17, -0.31], [-0.34, -0.11, -0.44], [1.27, -0.32, -1.14], [-1.30, 3.20, 0.16], [-1.98, -2.77, 6.49], [1.83, -0.19, -3.75], [-0.14, 0.30, -0.37], [-0.08, 0.42, -0.49], [0.19, 0.31, -0.81], [0.15, -0.66, -0.09]]}


4.
{"formula": "C5H20NaO7", "method": "ωB97M-V with the def2-TZVPD basis set", "gap_ha": 0.165, "lumo_energy_ev": 2.0, "homo_ev": -2.55, "charge": -1, "species": ["Na", "O", "C", "C", "O", "H", "H", "H", "H", "O", "H", "H", "O", "H", "H", "O", "H", "H", "O", "H", "H", "C", "C", "C", "O", "H", "H", "H", "H", "H", "H", "H", "H"], "coordinates": [[0.5814, -0.9154, -0.3054], [1.2890, 2.1169, -2.1567], [-0.0600, 2.1121, -2.4776], [-0.7801, 0.7569, -2.2679], [-0.2351, -0.4688, -2.6361], [-0.2182, 2.4836, -3.5103], [-0.6290, 2.8670, -1.8889], [-1.7980, 0.8155, -2.7139], [-1.0565, 0.6565, -1.1808], [2.6874, -2.0825, -0.5911], [3.3128, -2.0019, 0.1388], [3.2099, -1.9325, -1.3862], [1.6063, -2.7275, -3.3818], [0.9686, -2.0806, -3.0144], [2.3672, -2.1899, -3.6143], [-0.5911, -3.1159, -0.0918], [0.1343, -3.4899, 0.4234], [-0.8279, -3.8098, -0.7161], [1.8280, 1.1147, -0.1420], [1.4002, 1.6656, -0.8952], [2.7685, 1.2090, -0.3007], [-1.8842, -0.4084, 3.2625], [-1.3173, 0.6272, 2.2895], [-1.2653, 2.0446, 2.8520], [-0.0215, 0.1812, 1.8803], [-2.1010, -1.3333, 2.7350], [-2.7959, 0.0171, 3.6853], [-1.1733, -0.5770, 4.0732], [-1.9460, 0.5732, 1.3911], [-0.6961, 1.9483, 3.7841], [-2.2836, 2.2438, 3.1996], [-0.8640, 2.8372, 2.2314], [0.3903, 0.8632, 1.3251]], "atomic_forces_ev_per_a": [[-0.14, 0.41, -1.06], [-0.99, 0.60, -0.18], [0.83, -0.01, -0.31], [-0.68, -1.63, 0.18], [0.78, 0.24, 0.28], [0.04, -0.42, -0.24], [-0.25, -0.10, 0.28], [-0.06, 0.54, -0.18], [0.12, 0.63, 0.45], [0.24, -0.24, 0.50], [-0.07, 0.13, -0.10], [-0.32, 0.01, -0.11], [0.10, -0.18, 0.31], [-0.23, 0.49, -0.27], [-0.19, 0.18, -0.18], [0.16, -0.09, 0.44], [-0.08, -0.07, -0.11], [0.07, 0.25, -0.20], [0.41, -1.57, 3.28], [0.02, 0.79, -2.46], [-0.09, 0.05, -0.07], [0.29, 0.92, -0.05], [0.18, -0.30, -1.11], [-0.56, -1.22, 1.33], [0.01, -0.17, 0.19], [0.02, -0.09, 0.08], [-0.13, -0.28, 0.04], [-0.01, -0.12, 0.01], [-0.15, 0.38, 0.06], [0.28, 0.37, -0.13], [0.01, 0.53, -0.30], [-0.04, -0.16, -0.29], [0.41, 0.11, -0.09]]}


5.
{"formula": "C5H20O5", "method": "ωB97M-V with the def2-TZVPD basis set", "smiles": "CO.CO.CO.CO.CO", "gap_ha": 0.373, "lumo_energy_ev": 0.4, "homo_ev": -9.71, "de_lowest_kj_mol": 189.4, "species": ["C", "O", "H", "H", "H", "H", "C", "O", "H", "H", "H", "H", "C", "O", "H", "H", "H", "H", "C", "O", "H", "H", "H", "H", "C", "O", "H", "H", "H", "H"], "coordinates": [[-1.1922, -2.3236, 2.0399], [-1.4751, -2.7151, 0.7371], [-0.3160, -1.6624, 2.1264], [-1.9759, -1.6951, 2.4967], [-1.0372, -3.1698, 2.7043], [-1.3978, -1.9530, 0.1390], [-1.5804, 4.4867, 2.4899], [-1.6804, 5.8613, 2.1394], [-0.9709, 3.9483, 1.7605], [-1.2737, 4.4201, 3.5355], [-2.5629, 4.0164, 2.4312], [-0.8134, 6.2653, 2.2038], [0.6557, 0.6399, -3.2855], [0.5108, -0.6710, -2.7806], [1.0253, 0.6918, -4.3117], [-0.3197, 1.1065, -3.2010], [1.3835, 1.2352, -2.7231], [1.3137, -1.2000, -2.8222], [2.1007, -3.2977, -0.7928], [1.9524, -4.5058, -1.5170], [2.6658, -2.5660, -1.3887], [1.1668, -2.8790, -0.4169], [2.7669, -3.5210, 0.0420], [1.1632, -4.4777, -2.0631], [0.0644, 0.9085, 0.3255], [-0.5797, -0.2050, -0.2637], [-0.5788, 1.8018, 0.3340], [0.1687, 0.7170, 1.3967], [0.9714, 1.1672, -0.2175], [-0.1554, -0.4239, -1.1182]], "atomic_forces_ev_per_a": [[0.12, 1.43, 0.92], [-0.10, -0.47, -0.65], [0.23, -0.36, -0.27], [-0.26, -0.34, -0.20], [-0.02, -0.28, -0.29], [0.06, -0.01, 0.58], [-0.33, 0.27, -0.01], [-0.44, -0.04, -0.21], [0.40, -0.09, 0.40], [0.43, -0.46, -0.16], [-0.15, 0.38, -0.06], [0.09, -0.06, 0.03], [0.69, 0.53, -0.10], [-0.22, -0.44, 0.19], [-0.35, -0.34, -0.16], [-0.04, 0.06, -0.12], [-0.14, -0.08, 0.30], [0.13, 0.29, -0.14], [0.68, -0.06, -0.08], [-0.10, -0.12, 0.00], [-0.30, 0.17, -0.06], [-0.05, -0.05, -0.04], [-0.23, -0.03, 0.14], [-0.06, 0.11, 0.07], [-0.88, 0.36, 0.29], [0.04, -0.11, -0.42], [-0.07, -0.13, -0.49], [0.74, -0.20, -0.16], [0.30, -0.08, 0.43], [-0.18, 0.16, 0.27]]}


6.
{"formula": "C5H21N2O3S", "method": "ωB97M-V with the def2-TZVPD basis set", "gap_ha": 0.363, "lumo_energy_ev": -2.7, "homo_ev": -12.54, "charge": 1, "de_lowest_kj_mol": 205.5, "species": ["N", "C", "C", "S", "C", "N", "C", "C", "H", "H", "H", "H", "H", "H", "H", "H", "H", "H", "H", "H", "H", "H", "H", "H", "H", "O", "H", "H", "O", "H", "H", "O"], "coordinates": [[-0.2072, 0.4366, -0.0171], [-0.1485, 0.2550, 1.4430], [-1.4671, -0.4174, 1.9094], [-2.9463, 0.5479, 2.0875], [1.0662, -0.7594, 1.6473], [2.2040, -0.2763, 0.7261], [2.7273, -1.5183, 0.0702], [3.5027, -1.3458, -1.2659], [-0.9526, -0.2401, -0.3394], [0.6409, 0.1906, -0.6247], [-0.4090, 1.4074, -0.2865], [-0.0206, 1.2734, 1.8161], [-1.2301, -0.9830, 2.8589], [-1.7480, -1.4183, 1.3389], [-3.4865, 0.2661, 0.8728], [0.6519, -1.7752, 1.4073], [1.3882, -0.7716, 2.6844], [2.8895, 0.2676, 1.2274], [1.8899, -2.1571, -0.2525], [3.2121, -2.1439, 0.7568], [2.9801, -0.6780, -1.9232], [4.2843, -0.6338, -1.0661], [3.7669, -2.2305, -1.6180], [2.4228, 0.3819, -3.8173], [1.0580, 0.7289, -4.3566], [1.5024, 0.6719, -3.5459], [-0.9496, 3.0588, -1.5692], [-2.0642, 3.1915, -0.5269], [-1.6267, 2.5946, -1.1756], [-0.9276, -0.8759, -2.6920], [-2.3212, -1.1640, -2.1986], [-1.3752, -1.1250, -1.8883]], "atomic_forces_ev_per_a": [[-0.47, -0.97, -2.09], [0.80, -1.50, -0.10], [0.72, -3.20, 0.31], [-0.49, 0.39, -0.34], [0.03, 1.98, -0.47], [-1.91, -2.60, -0.12], [-0.91, 0.55, -2.05], [-1.25, 5.21, 3.58], [0.67, 1.34, -0.56], [-0.58, 0.20, 1.83], [-0.87, -0.36, -0.10], [0.16, -0.44, 0.71], [-0.31, 1.25, -0.36], [0.82, 2.20, 0.29], [0.23, 0.13, 0.42], [0.82, 0.93, -0.13], [-0.10, 0.00, 0.16], [0.24, -0.32, 0.20], [-0.35, 0.55, 0.40], [1.31, -0.75, 1.04], [-1.15, -0.48, -0.72], [1.41, -0.45, 0.19], [1.40, -3.68, -1.88], [-1.57, 0.53, 0.58], [-1.12, 0.26, -1.91], [2.54, -0.78, 1.36], [2.21, 2.02, -1.54], [0.46, -0.48, -0.77], [-2.58, -1.29, 2.25], [0.65, 0.16, -0.46], [1.26, -0.08, 0.66], [-2.08, -0.31, -0.38]]}